Record 1
Computed, not measured: a structure of composition C38H28CrF5GeN3O6S2 at a distorted geometry, with ωB97M-V/def2-TZVPD.

Calculated values
HOMO-LUMO gap (alpha / beta) ... 7.721 / 7.134 eV
2S+1 ... 3
E_HOMO (alpha / beta) ... -0.32655 / -0.30610 Ha
Expectation value of S² ... 2.26
Charge ... 0

Element x y z (Å)
1 Cr -1.560 -0.744 0.570
2 O -4.407 -1.780 2.899
3 S -3.586 -0.778 2.308
4 O -3.552 -0.790 0.804
5 O -2.149 -0.797 2.686
6 C -4.190 0.806 2.793
7 C -5.032 0.817 3.895
8 C -5.487 2.024 4.408
9 C -5.094 3.208 3.818
10 C -4.248 3.197 2.716
11 C -3.791 2.000 2.187
12 S -2.787 2.160 0.707
13 O -3.599 1.756 -0.405
14 O -2.289 3.501 0.745
15 O -1.630 1.178 0.922
16 H -5.326 -0.124 4.335
17 H -6.146 2.030 5.266
18 H -5.443 4.153 4.212
19 H -3.933 4.118 2.251
20 N 4.695 -1.256 3.928
21 C 6.063 -1.130 4.053
22 C 6.934 -1.366 5.113
23 C 8.271 -1.134 4.870
24 C 8.729 -0.684 3.618
25 C 7.861 -0.453 2.576
26 C 6.502 -0.679 2.802
27 N 5.427 -0.526 1.946
28 C 4.387 -0.876 2.648
29 C 3.016 -0.870 2.131
30 C 2.737 -0.213 0.940
31 C 1.447 -0.213 0.459
32 N 0.438 -0.826 1.093
33 C 0.700 -1.458 2.245
34 C 1.967 -1.506 2.788
35 H 4.048 -1.503 4.656
36 H 6.587 -1.710 6.076
37 H 8.987 -1.301 5.662
38 H 9.788 -0.517 3.478
39 H 8.204 -0.106 1.613
40 H 3.522 0.289 0.395
41 H 1.214 0.288 -0.473
42 H -0.134 -1.933 2.739
43 H 2.109 -2.049 3.711
44 F -2.968 -2.860 -0.860
45 C -1.760 -2.543 -0.395
46 F -1.754 -2.792 1.015
47 C -0.775 -3.600 -0.940
48 F -0.977 -3.800 -2.240
49 F 0.492 -3.238 -0.747
50 F -0.953 -4.780 -0.322
51 C 3.146 -0.822 -3.985
52 C 2.236 -1.861 -3.866
53 C 1.003 -1.644 -3.269
54 C 0.631 -0.392 -2.777
55 C 1.555 0.644 -2.931
56 C 2.794 0.435 -3.521
57 Ge -1.133 0.025 -1.928
58 C -1.112 1.978 -2.097
59 C -0.295 2.817 -1.348
60 C -0.181 4.163 -1.659
61 C -0.892 4.692 -2.724
62 C -1.718 3.868 -3.474
63 C -1.824 2.521 -3.165
64 C -2.566 -0.662 -3.059
65 C -2.299 -1.232 -4.302
66 C -3.334 -1.664 -5.120
67 C -4.649 -1.526 -4.706
68 C -4.926 -0.954 -3.473
69 C -3.894 -0.524 -2.655
70 H 4.112 -0.987 -4.443
71 H 2.479 -2.846 -4.241
72 H 0.319 -2.474 -3.230
73 H 1.312 1.649 -2.605
74 H 3.477 1.266 -3.625
75 H 0.252 2.434 -0.493
76 H 0.449 4.801 -1.055
77 H -0.812 5.743 -2.963
78 H -2.285 4.274 -4.302
79 H -2.473 1.892 -3.761
80 H -1.282 -1.329 -4.654
81 H -3.110 -2.101 -6.083
82 H -5.457 -1.860 -5.344
83 H -5.951 -0.839 -3.144
84 H -4.125 -0.076 -1.695

=====

Record 2
Computed, not measured: an isolated molecule of C3H10N2S at a distorted geometry, with ωB97M-V/def2-TZVPD.

Calculated values
HOMO-LUMO gap ... 10.044 eV
SMILES ... NCNCCS
E_HOMO ... -0.33429 Ha
Energy above the lowest of the compared OMol25 structures with the same formula, charge and spin ... 71.4 kJ/mol
Charge ... 0

Element x y z (Å)
1 N 0.660 -2.553 0.137
2 C -0.327 -1.545 -0.269
3 N 0.239 -0.360 -0.939
4 C -0.419 0.924 -0.503
5 C 0.300 1.493 0.706
6 S -0.087 3.263 0.856
7 H 1.482 -2.129 0.555
8 H 1.027 -3.084 -0.657
9 H -0.951 -2.115 -0.961
10 H -0.668 -1.160 0.686
11 H 0.134 -0.389 -1.939
12 H -0.222 1.563 -1.362
13 H -1.483 0.757 -0.350
14 H 0.007 1.009 1.638
15 H 1.357 1.260 0.605
16 H -1.048 3.062 1.796

=====

Record 3
Computed, not measured: an isolated molecule of C4H7N3O at a distorted geometry, with ωB97M-V/def2-TZVPD.

Calculated values
HOMO-LUMO gap ... 9.928 eV
SMILES ... N[C@@]12C[C@H]1NNC2=O
E_HOMO ... -0.33705 Ha
Energy above the lowest of the compared OMol25 structures with the same formula, charge and spin ... 540.1 kJ/mol
Charge ... 0

Element x y z (Å)
1 N -0.432 -0.896 1.386
2 C -0.244 -0.643 -0.052
3 C -1.552 -0.669 -0.767
4 C -0.702 0.661 -0.624
5 N 0.028 1.591 0.328
6 N 1.392 0.963 0.051
7 C 1.227 -0.451 -0.228
8 O 2.186 -1.167 -0.606
9 H -0.039 -0.026 1.886
10 H 0.151 -1.643 1.743
11 H -2.310 -1.126 -0.157
12 H -1.660 -0.930 -1.861
13 H -0.180 0.895 -1.648
14 H 0.065 2.412 -0.246
15 H 2.071 1.029 0.795

=====

Record 4
Computed, not measured: a cluster of 2 separate species, C5H13N4O in total at a distorted geometry, with ωB97M-V/def2-TZVPD.

Calculated values
HOMO-LUMO gap (alpha / beta) ... 6.611 / 6.608 eV
E_HOMO (alpha / beta) ... -0.49757 / -0.49753 Ha
Energy above the lowest of the compared OMol25 structures with the same formula, charge and spin ... 485.5 kJ/mol
Charge ... +1

Element x y z (Å)
1 C 1.268 -1.653 -0.040
2 C 1.003 -0.180 -0.481
3 C -0.233 0.492 -0.089
4 C -0.180 -3.271 0.831
5 C -2.659 -0.281 0.339
6 N 0.049 -2.243 -0.058
7 N -1.279 -0.215 0.020
8 N -0.155 1.773 0.131
9 N 1.744 3.327 -0.831
10 O 2.342 -2.068 0.221
11 H 1.852 0.461 -0.271
12 H 1.058 -0.144 -1.550
13 H 0.750 -3.732 1.161
14 H -0.713 -2.973 1.775
15 H -0.855 -4.020 0.261
16 H -3.060 -1.224 -0.008
17 H -2.912 -0.034 1.366
18 H -3.178 0.582 0.000
19 H 0.672 2.421 -0.281
20 H -1.101 2.261 0.353
21 H 2.622 3.066 -0.420
22 H 1.290 4.299 -0.577
23 H 1.674 3.353 -1.851

=====

Record 5
Computed, not measured: a structure of composition C20H47FeN6O7 at a distorted geometry, with ωB97M-V/def2-TZVPD.

Calculated values
HOMO-LUMO gap (alpha / beta) ... 2.240 / 2.518 eV
2S+1 ... 9
E_HOMO (alpha / beta) ... -0.21498 / -0.40580 Ha
Energy above the lowest of the compared OMol25 structures with the same formula, charge and spin ... 370.5 kJ/mol
Expectation value of S² ... 20.04
Charge ... +1

Element x y z (Å)
1 Fe -1.907 3.123 1.834
2 C -0.060 -0.605 1.410
3 C -0.518 0.432 0.413
4 O -0.880 1.643 0.953
5 H 0.389 -1.508 0.988
6 H -0.870 -0.943 2.057
7 H 0.752 -0.148 1.983
8 H -1.368 -0.018 -0.136
9 H 0.294 0.476 -0.335
10 C 1.806 -2.472 3.900
11 O 2.746 -3.236 3.877
12 N 1.791 -1.350 4.674
13 C 0.609 -0.507 4.703
14 C 2.933 -0.880 5.425
15 H 0.883 -2.571 3.309
16 H 0.124 -0.434 5.681
17 H -0.167 -0.956 4.089
18 H 0.879 0.488 4.345
19 H 3.761 -1.587 5.358
20 H 3.279 0.120 5.177
21 H 2.712 -0.994 6.492
22 C 5.727 -1.561 -0.131
23 O 5.231 -2.027 -1.132
24 N 5.028 -0.944 0.850
25 C 5.681 -0.211 1.927
26 C 3.577 -0.914 0.764
27 H 6.799 -1.500 0.112
28 H 4.986 -0.102 2.761
29 H 5.861 0.826 1.636
30 H 6.560 -0.735 2.292
31 H 3.176 -0.006 0.315
32 H 3.251 -1.768 0.173
33 H 3.170 -1.077 1.764
34 C -4.234 -3.760 -2.014
35 O -4.953 -4.353 -2.934
36 N -2.886 -4.031 -1.771
37 C -2.207 -3.306 -0.763
38 C -2.133 -4.858 -2.702
39 H -4.601 -3.029 -1.291
40 H -2.771 -3.094 0.149
41 H -1.799 -2.329 -1.084
42 H -1.338 -3.861 -0.400
43 H -1.337 -4.282 -3.185
44 H -1.689 -5.694 -2.158
45 H -2.803 -5.296 -3.438
46 C 3.252 2.570 -0.356
47 O 3.818 2.788 -1.408
48 N 3.780 2.853 0.852
49 C 3.016 2.708 2.073
50 C 5.066 3.522 1.010
51 H 2.269 2.070 -0.288
52 H 1.992 2.446 1.812
53 H 3.075 3.656 2.611
54 H 3.391 1.913 2.725
55 H 4.882 4.601 1.024
56 H 5.513 3.336 1.986
57 H 5.756 3.262 0.214
58 C -4.931 0.557 -1.588
59 O -5.300 -0.576 -1.820
60 N -5.623 1.658 -1.946
61 C -5.004 2.961 -1.786
62 C -7.026 1.642 -2.230
63 H -3.940 0.718 -1.135
64 H -4.070 2.843 -1.233
65 H -5.628 3.630 -1.192
66 H -4.787 3.424 -2.751
67 H -7.409 2.192 -3.086
68 H -7.394 0.618 -2.326
69 H -7.621 1.938 -1.356
70 C -2.437 0.899 -5.193
71 O -2.771 1.880 -5.823
72 N -1.804 1.052 -3.969
73 C -1.414 2.332 -3.392
74 C -1.481 -0.126 -3.246
75 H -2.614 -0.133 -5.508
76 H -0.384 2.144 -3.082
77 H -1.985 2.610 -2.504
78 H -1.422 3.182 -4.068
79 H -0.451 -0.036 -2.887
80 H -2.103 -0.222 -2.339
81 H -1.693 -1.076 -3.732

=====

Record 6
Computed, not measured: a cluster of 3 separate species, C2H11NO3 in total at a distorted geometry, with ωB97M-V/def2-TZVPD.

Calculated values
HOMO-LUMO gap ... 9.847 eV
SMILES ... NCCO.O.O
E_HOMO ... -0.34206 Ha
Energy above the lowest of the compared OMol25 structures with the same formula, charge and spin ... 90.8 kJ/mol
Charge ... 0

Element x y z (Å)
1 N 2.307 0.689 -0.682
2 C 1.066 0.491 0.029
3 C 1.205 -0.228 1.373
4 O 0.187 -1.183 1.480
5 H 2.581 -0.092 -1.265
6 H 2.419 1.546 -1.199
7 H 0.348 -0.114 -0.548
8 H 0.585 1.475 0.111
9 H 1.068 0.574 2.132
10 H 2.282 -0.391 1.561
11 H 0.252 -1.701 2.276
12 O -2.349 -0.543 0.234
13 H -1.625 -0.630 0.910
14 H -2.768 -1.389 0.138
15 O -1.983 0.831 -2.205
16 H -1.935 0.703 -1.252
17 H -1.160 0.608 -2.614

=====

So what do the calculations give for E? Going down the list: -176811.911, -17087.864, -10774.149, -13392.488, -79144.174, -9884.259 eV.